[1]
Here is a structure of composition C55H41Cl3GeN6O6S3Y from the OMol25 dataset. Energies are from the ωB97M-V functional and the def2-TZVPD basis.

Each line ends with the Löwdin charge.
CARTESIAN COORDINATES (ANGSTROEM)
Y  -1.08879  0.00354  -0.37068  1.19
C  -0.59545  -10.18261  -0.78374  -0.12
O  -1.48551  -9.27091  -1.37415  -0.10
C  -1.26093  -7.93816  -1.13435  -0.29
C  -0.18259  -7.45132  -0.41118  -0.03
C  -0.05148  -6.07884  -0.22229  -0.03
C  -0.97597  -5.18618  -0.74387  -0.21
C  -2.05182  -5.68999  -1.47620  -0.01
C  -2.19102  -7.05234  -1.66816  0.01
C  -0.81037  -3.71783  -0.52927  -0.08
C  -0.22112  -2.98651  -1.56542  -0.28
C  0.20428  -3.54342  -2.82956  0.00
C  0.81748  -2.54779  -3.50702  -0.02
C  0.79520  -1.38475  -2.64955  -0.26
N  0.13022  -1.67154  -1.49651  0.01
C  1.46370  -0.18935  -2.92007  -0.08
C  1.60811  0.89107  -2.03987  -0.25
C  2.41033  2.06113  -2.31177  0.00
C  2.36357  2.83177  -1.19658  0.00
C  1.50857  2.14676  -0.25489  -0.24
C  1.19175  2.62769  1.02048  -0.08
C  1.91023  3.84628  1.50297  -0.21
C  3.05615  3.71388  2.27469  -0.01
C  3.73686  4.82328  2.76681  -0.03
C  3.26711  6.09538  2.47680  -0.29
O  3.85539  7.25404  2.91524  -0.10
C  4.99311  7.12110  3.72952  -0.11
C  2.13137  6.24523  1.68895  0.00
C  1.46295  5.13314  1.21165  0.00
C  0.30279  2.02096  1.91519  -0.24
N  -0.29211  0.80915  1.73950  0.03
C  -0.96865  0.53351  2.88691  -0.26
C  -1.56405  -0.69728  3.19391  -0.08
C  -2.18142  -0.83411  4.54352  -0.21
C  -3.56740  -0.78118  4.69655  0.01
C  -4.14037  -0.87765  5.95112  0.01
C  -3.34059  -1.03656  7.07827  -0.29
O  -3.99701  -1.11625  8.28138  -0.10
C  -3.20523  -1.30045  9.42761  -0.12
C  -1.96133  -1.10308  6.94089  -0.03
C  -1.39484  -0.99820  5.67448  -0.03
C  -1.55944  -1.83114  2.37694  -0.26
C  -1.92202  -3.15113  2.83562  -0.01
C  -1.68649  -3.99840  1.80825  -0.01
C  -1.19060  -3.19664  0.71337  -0.25
N  -1.13742  -1.88759  1.08396  0.03
C  -0.85986  1.64611  3.80238  0.00
C  -0.05629  2.56010  3.20748  0.00
N  1.06059  0.98060  -0.79743  0.05
C  2.14823  -0.09534  -4.24197  -0.22
C  1.46248  0.37900  -5.35973  0.00
C  2.09051  0.44664  -6.58959  0.00
C  3.41256  0.03544  -6.72621  -0.29
O  3.94761  0.13550  -7.98630  -0.10
C  5.24803  -0.36596  -8.16776  -0.11
C  4.10669  -0.43855  -5.62281  -0.03
C  3.46716  -0.49790  -4.38806  -0.02
H  -0.96039  -11.17549  -1.04017  0.08
H  -0.57424  -10.08013  0.30646  0.09
H  0.42317  -10.06733  -1.16991  0.09
H  0.56335  -8.11541  0.00554  0.09
H  0.79067  -5.69829  0.34344  0.12
H  -2.78054  -5.00515  -1.89593  0.04
H  -3.02516  -7.44827  -2.23409  0.12
H  0.02409  -4.55601  -3.15246  0.11
H  1.24732  -2.58231  -4.49487  0.11
H  2.95558  2.23955  -3.22562  0.10
H  2.84877  3.77901  -1.01795  0.10
H  3.42463  2.72040  2.49972  0.12
H  4.62149  4.67314  3.37172  0.10
H  5.30519  8.13297  3.98079  0.09
H  5.81087  6.61439  3.20659  0.09
H  4.77162  6.57639  4.65316  0.09
H  1.78600  7.24708  1.46301  0.11
H  0.57914  5.24998  0.60510  0.10
H  -4.19780  -0.65426  3.82177  0.08
H  -5.21443  -0.82468  6.07838  0.12
H  -3.89460  -1.34930  10.26838  0.08
H  -2.51211  -0.46660  9.58113  0.09
H  -2.63333  -2.23315  9.37882  0.09
H  -1.31546  -1.22971  7.79967  0.09
H  -0.31806  -1.04615  5.56485  0.12
H  -2.28884  -3.38165  3.82331  0.11
H  -1.82662  -5.06693  1.77635  0.11
H  -1.33484  1.70000  4.76880  0.11
H  0.25521  3.52012  3.58883  0.10
H  0.42350  0.66885  -5.25087  0.12
H  1.56832  0.80681  -7.46734  0.12
H  5.47371  -0.24479  -9.22555  0.08
H  5.31296  -1.42718  -7.90617  0.09
H  5.98467  0.19071  -7.57860  0.09
H  5.13445  -0.76792  -5.70257  0.09
H  4.00063  -0.86986  -3.52190  0.12
S  -6.11392  0.05439  1.81409  0.46
C  -4.66583  -0.22596  0.99947  -1.91
S  -3.52838  0.97307  0.65862  0.52
S  -4.55696  -1.82889  0.48928  0.54
O  -1.33987  0.81805  -2.50550  -0.37
N  -1.22141  2.05456  -2.77273  0.03
N  -1.26918  2.81801  -1.75381  -0.21
O  -1.41633  2.39650  -0.53162  -0.26
C  -1.11945  4.21427  -1.98356  -0.16
C  -0.51562  4.69191  -3.14292  -0.01
C  -0.36599  6.05870  -3.30305  -0.09
C  -0.81125  6.94090  -2.32634  -0.11
C  -1.42072  6.45248  -1.18079  -0.10
C  -1.57286  5.08601  -1.00298  -0.02
H  -0.17137  3.98929  -3.88680  0.11
H  0.11863  6.44521  -4.19123  0.10
H  -0.67099  8.00662  -2.46256  0.09
H  -1.76044  7.13491  -0.41124  0.10
H  -2.04285  4.65661  -0.12850  0.12
Cl  -4.30696  -3.26343  -2.92039  -0.09
Ge  -3.05244  -1.37400  -2.43366  -0.06
Cl  -4.64081  0.18541  -2.81524  -0.06
Cl  -2.19678  -1.35585  -4.58979  -0.06

Atomic forces in eV per Å
Y 0.15 0.48 0.50
C 0.03 -0.09 0.01
O -0.04 -0.03 -0.02
C -0.02 0.11 -0.01
C 0.09 -0.10 0.06
C -0.06 0.05 -0.04
C 0.01 0.00 0.04
C 0.04 -0.06 0.03
C -0.05 -0.03 -0.04
C 0.00 0.11 -0.08
C 0.14 -0.02 0.16
C 0.03 0.00 -0.04
C 0.06 -0.09 0.04
C 0.15 0.06 0.09
N 0.06 -0.16 -0.19
C 0.00 -0.10 0.00
C 0.06 -0.08 0.07
C 0.10 -0.04 0.04
C 0.03 -0.02 0.02
C 0.08 -0.04 0.12
C -0.09 -0.08 -0.02
C -0.01 -0.03 -0.04
C -0.07 0.00 -0.03
C 0.10 -0.03 0.07
C -0.06 -0.06 -0.07
O -0.02 0.03 -0.01
C 0.08 0.06 0.05
C -0.03 0.12 -0.02
C 0.10 -0.02 0.07
C 0.20 -0.06 0.02
N -0.06 0.09 0.09
C 0.14 -0.11 -0.01
C 0.00 0.04 -0.07
C 0.05 0.03 0.06
C -0.02 -0.01 -0.01
C -0.07 0.00 0.04
C 0.04 0.01 -0.11
O -0.03 -0.01 0.00
C -0.02 -0.01 0.06
C 0.05 -0.01 0.15
C -0.10 0.02 -0.08
C 0.01 0.10 0.05
C -0.01 -0.06 0.00
C -0.03 -0.01 0.05
C -0.02 0.01 -0.07
N 0.00 -0.18 0.04
C 0.02 -0.06 0.00
C 0.00 0.00 -0.01
N 0.16 0.13 -0.19
C 0.02 0.01 0.07
C 0.03 -0.03 -0.02
C -0.04 0.03 -0.08
C -0.06 0.03 0.08
O -0.02 -0.01 -0.03
C 0.04 0.01 -0.06
C 0.15 -0.05 -0.02
C -0.14 0.08 -0.05
H 0.01 0.00 0.00
H 0.00 0.01 -0.02
H -0.01 0.02 0.01
H -0.03 0.02 -0.01
H 0.00 0.02 0.00
H 0.02 -0.01 0.01
H 0.00 0.00 0.01
H 0.02 0.00 -0.01
H -0.01 -0.02 0.00
H -0.02 0.04 0.01
H 0.02 -0.01 -0.03
H -0.02 0.00 0.01
H -0.03 0.01 -0.03
H 0.01 -0.01 0.01
H -0.02 0.00 0.00
H -0.01 -0.01 -0.02
H -0.01 -0.02 0.00
H -0.13 0.05 -0.09
H 0.00 0.01 0.03
H 0.00 -0.01 -0.03
H 0.01 0.00 0.01
H 0.00 -0.01 -0.01
H 0.00 0.02 0.00
H -0.02 0.00 -0.02
H 0.00 0.01 0.00
H -0.01 -0.03 -0.02
H -0.03 0.01 0.03
H 0.01 0.03 0.00
H 0.02 -0.02 0.03
H -0.01 -0.01 0.00
H -0.01 -0.01 0.02
H 0.02 -0.01 0.01
H -0.01 0.02 0.01
H -0.01 -0.01 0.00
H -0.03 0.02 0.00
H 0.01 -0.01 0.00
S -0.19 -0.30 0.12
C 0.46 0.40 -0.33
S -0.46 -0.25 0.28
S -0.27 0.02 0.29
O 0.15 0.48 0.06
N -0.18 -0.09 -0.36
N 0.19 -0.11 0.00
O -0.07 -0.14 -0.15
C -0.03 0.28 -0.01
C -0.04 -0.05 0.08
C 0.01 0.02 0.00
C 0.03 0.09 -0.03
C 0.08 -0.01 0.01
C -0.07 -0.21 0.01
H 0.04 0.01 0.00
H -0.01 -0.04 -0.02
H -0.03 0.00 0.03
H -0.04 -0.02 -0.01
H 0.04 0.05 0.05
Cl 0.01 0.09 0.18
Ge -0.49 -0.06 -0.76
Cl -0.08 -0.10 -0.05
Cl 0.02 -0.05 0.08

Its charge is -2. As for the spin multiplicity: 2. The LUMO energy (spin up / spin down) is 3.4 / 3.4 eV. For the HOMO-LUMO gap (spin up / spin down), the calculation gives 5.72 / 5.72 eV.

---

[2]
Here is the molecule C5H9N in a non-equilibrium geometry from the OMol25 dataset. Energies are from the ωB97M-V functional and the def2-TZVPD basis.

Each line ends with the Löwdin charge.
CARTESIAN COORDINATES (ANGSTROEM)
C  1.22114  1.36094  -1.32724  -0.09
N  -0.00781  0.77585  -0.84113  -0.06
C  -0.15163  -0.38650  -0.11955  -0.40
C  0.73045  -1.40781  -0.17631  0.03
C  -1.45944  -0.79335  1.92089  0.01
C  -1.41396  -0.38810  0.66174  -0.13
H  2.04718  0.69765  -1.10643  0.06
H  1.41871  2.28073  -0.77325  0.08
H  1.18622  1.61054  -2.39091  0.08
H  -0.72903  1.47462  -0.79166  0.12
H  1.59446  -1.20852  -0.79952  0.03
H  0.82144  -2.11016  0.63650  0.05
H  -2.31089  -0.57171  2.55384  0.05
H  -0.62644  -1.32919  2.35634  0.06
H  -2.32040  -0.00500  0.19671  0.10

Atomic forces in eV per Å
C 0.11 -0.06 0.40
N -0.30 0.66 -0.67
C -0.23 -0.45 -0.46
C 0.32 1.27 0.34
C -0.14 0.03 0.15
C 0.22 -0.13 0.35
H 0.18 -0.09 -0.24
H 0.06 0.15 -0.05
H 0.04 -0.26 0.04
H -0.32 -0.41 0.31
H 0.14 -0.49 0.12
H -0.35 -0.45 -0.32
H -0.14 -0.45 -0.14
H 0.14 0.32 0.20
H 0.27 0.37 -0.03

The LUMO energy is 1.1 eV. The SMILES is C=CC(=C)NC. For the HOMO-LUMO gap, the calculation gives 8.79 eV.

---

[3]
Here is a cluster of 2 separate species, C5H14 in total in a non-equilibrium geometry from the OMol25 dataset. Energies are from the ωB97M-V functional and the def2-TZVPD basis.

Each line ends with the Löwdin charge.
CARTESIAN COORDINATES (ANGSTROEM)
C  0.32537  -1.04935  -2.51623  -0.16
C  0.15180  0.49318  -2.66657  -0.16
H  -0.51930  -1.74119  -2.45832  0.05
H  0.79654  -1.38903  -3.52439  0.09
H  0.95366  -1.31694  -1.64933  0.04
H  -0.44014  0.80259  -3.51376  0.05
H  1.09224  0.90925  -2.64721  0.03
H  -0.41795  1.01426  -1.83820  0.07
C  0.35551  0.36941  1.49388  -0.29
C  -0.51752  1.30278  2.40315  -0.11
C  -0.23879  -1.03921  1.47255  -0.14
H  0.22914  0.79146  0.50505  0.08
H  1.30322  0.39557  1.89472  0.07
H  -1.53597  1.17927  2.01484  0.07
H  0.30499  -1.63780  0.67838  0.07
H  -0.12709  -1.69995  2.38077  0.08
H  -0.14992  2.30643  2.26067  0.06
H  -0.60212  1.01206  3.38728  0.04
H  -1.34548  -1.08678  1.38883  0.07

Atomic forces in eV per Å
C 0.78 -0.30 -1.85
C -3.09 -1.09 1.85
H -0.54 0.78 0.17
H -0.20 0.39 1.89
H 0.06 0.25 -0.60
H 0.25 -0.20 -0.71
H 2.12 1.11 -0.37
H 0.62 -0.93 -0.38
C -3.84 0.06 1.10
C -0.12 -0.55 -3.23
C 0.58 -1.97 0.10
H 0.68 0.01 -0.30
H 2.46 -0.10 0.22
H 0.02 0.60 -0.04
H -1.09 0.52 0.58
H 0.49 1.12 -0.38
H -0.22 0.49 0.35
H 0.41 -0.56 2.36
H 0.64 0.38 -0.75

The LUMO energy is 1.1 eV. The SMILES is CCC.CC. For the HOMO-LUMO gap, the calculation gives 12.29 eV.

---

These records have ΔE to the lowest compared entry with this formula, charge and spin values of 0.000; 1.750; 0.950 eV, in the order they appear.
These records have E_tot values of -206565.618; -6819.245; -5411.100 eV, in the order they appear.